Molecular formula: C24H49LuN5O2S3Sb2Si3
Method: DFT, ωB97M-V with the def2-TZVPD basis set

Kohn-Sham gap (spin up / spin down)   3.4 / 3.5 eV
HOMO level (spin up / spin down)   0.0076 / 0.0066 hartree
Spin multiplicity   2
LUMO level (spin up / spin down)   3.65 / 3.65 eV
Energy relative to the best compared isomer or geometry (same formula, charge and spin)   12.84 kcal/mol
Total charge   -2
⟨S²⟩   0.75
Maximum force   4.650 eV/A

Geometry as XYZ:
```
89
Properties=species:S:1:pos:R:3:forces:R:3:mulliken_spin:R:1
Lu -0.803 1.374 0.075 2.3 -1.6 -3.4 -0.068
S 3.227 -0.007 3.602 -0.5 0.8 -0.6 0.028
Sb 2.466 1.254 1.720 0.6 -0.9 0.4 0.017
S 0.419 2.290 2.284 -0.4 0.3 0.7 0.006
S 1.263 -0.533 0.348 0.1 1.4 -0.6 0.427
C -1.793 7.541 1.102 0.0 0.1 0.7 0.000
C -0.906 7.932 -0.106 0.8 -0.1 0.2 0.000
C -1.648 7.895 -1.454 0.4 1.1 -0.6 0.000
C 0.417 7.180 -0.136 0.0 0.0 1.0 0.000
N 0.302 5.775 -0.529 -0.4 -1.2 0.3 0.000
C -0.664 4.820 -0.373 1.6 -1.8 0.5 0.005
N -0.041 3.591 -0.382 -1.1 4.2 -1.3 -0.010
N 1.248 3.875 -0.662 0.1 -0.5 0.6 0.003
N 1.478 5.122 -0.699 -0.3 0.0 -0.2 0.002
H -2.430 8.444 1.238 -0.3 -1.0 0.1 0.000
H -1.202 7.457 2.067 -0.4 0.1 -1.2 0.000
H -2.366 6.559 1.012 0.5 1.6 -0.1 0.000
H -0.542 8.979 0.095 -0.6 -0.8 -0.3 0.000
H -2.341 7.068 -1.567 -0.1 -0.2 0.2 0.000
H -0.992 7.870 -2.382 -0.5 0.1 1.3 0.000
H -2.216 8.843 -1.483 -0.1 -0.5 -0.3 0.000
H 0.864 7.217 0.907 -0.4 -0.2 -1.2 0.000
H 1.110 7.684 -0.815 -0.1 -0.4 0.0 0.000
H -1.735 4.952 -0.227 0.6 0.0 0.0 0.000
C 0.421 2.915 -3.731 1.9 0.6 -0.5 0.001
C -0.520 1.895 -4.231 -1.4 -1.3 -1.2 0.003
C -0.857 1.870 -5.577 -0.2 -0.5 0.4 -0.002
C -1.797 0.930 -6.097 1.3 0.7 -1.0 0.004
C -2.286 -0.056 -5.271 -0.9 -0.2 0.9 -0.002
C -2.092 -0.072 -3.889 0.2 0.8 -0.2 -0.002
C -2.979 -0.872 -2.957 0.7 0.4 0.0 0.001
C -1.165 0.908 -3.288 0.2 0.9 -2.7 0.011
N -0.870 1.005 -2.066 0.0 0.1 4.6 -0.001
H 1.061 3.324 -4.596 -1.1 -0.3 1.0 0.000
H 1.178 2.497 -3.041 -0.5 0.0 0.0 0.003
H -0.044 3.764 -3.197 0.0 -0.2 -0.2 0.001
H -0.324 2.546 -6.264 -0.4 -0.1 0.2 0.000
H -1.991 0.899 -7.177 0.1 0.0 0.4 0.000
H -2.938 -0.806 -5.731 -0.1 0.1 0.2 0.000
H -3.406 -1.715 -3.480 -0.1 -0.5 -0.2 0.000
H -3.840 -0.274 -2.584 0.5 -0.1 0.0 0.001
H -2.367 -1.198 -2.098 -0.4 0.0 -0.1 -0.002
C 0.829 -3.299 -2.450 -0.2 -0.6 0.9 -0.002
Si 1.752 -4.183 -1.031 0.4 0.8 0.3 0.030
C 3.615 -4.160 -1.233 1.3 0.0 0.2 0.007
C 1.433 -6.018 -1.036 0.5 -0.6 0.4 0.062
Sb 1.331 -2.922 1.262 1.0 -0.7 0.3 0.117
Si 3.297 -3.493 3.039 -0.7 0.0 0.1 0.066
C 4.872 -2.688 2.450 0.9 -0.8 -0.9 0.000
C 2.950 -2.948 4.803 -1.2 -0.6 -0.8 0.005
C 3.492 -5.388 3.193 1.4 0.3 0.1 0.100
Si -0.894 -3.620 2.200 -0.9 -0.8 0.9 0.070
C -1.630 -2.383 3.442 -0.3 -0.2 -1.1 0.011
C -2.197 -3.840 0.836 0.6 -0.3 0.2 0.011
C -0.792 -5.276 3.147 0.8 -1.0 0.4 0.083
H 1.197 -3.678 -3.412 -0.2 0.0 0.1 -0.001
H 0.885 -2.212 -2.446 0.1 0.1 0.2 0.001
H -0.236 -3.564 -2.284 0.4 0.1 -0.5 0.002
H 3.924 -4.962 -1.962 -0.3 1.0 0.3 0.001
H 4.220 -4.393 -0.309 -0.9 0.2 -0.7 0.005
H 3.947 -3.156 -1.552 0.1 -0.5 -0.1 0.001
H 0.951 -6.328 -1.961 -0.2 -0.2 0.0 0.004
H 0.851 -6.237 -0.147 -0.5 -0.4 -0.1 -0.003
H 2.395 -6.578 -0.915 -0.7 0.5 -0.2 -0.002
H 5.141 -3.005 1.402 -0.2 0.4 0.9 0.001
H 5.720 -2.967 3.108 -0.4 -0.2 -0.2 0.000
H 4.789 -1.606 2.536 -0.2 0.0 -0.2 0.001
H 2.074 -2.321 4.906 0.0 0.4 -0.1 0.000
H 3.804 -2.408 5.158 0.5 0.1 0.5 0.002
H 2.704 -3.878 5.306 0.4 -0.2 0.6 -0.004
H 3.709 -5.791 2.195 0.2 -0.2 0.3 -0.011
H 2.632 -5.919 3.569 -0.5 0.0 0.2 0.005
H 4.351 -5.573 3.919 -0.8 0.1 -1.0 0.001
H -1.438 -1.392 2.997 -0.2 -0.1 0.6 -0.006
H -1.194 -2.512 4.436 -0.1 0.2 -0.1 0.000
H -2.738 -2.574 3.443 0.9 0.2 0.2 -0.002
H -2.309 -2.845 0.402 -0.3 -0.1 -0.3 -0.001
H -3.132 -4.199 1.293 0.2 0.3 -0.1 0.000
H -1.902 -4.583 0.079 0.0 0.4 0.1 0.000
H -0.572 -5.208 4.268 -0.2 0.0 -1.5 0.009
H -0.057 -5.983 2.664 -0.4 0.8 0.6 -0.001
H -1.734 -5.820 3.021 -0.3 0.2 0.2 -0.001
C -3.924 1.411 2.408 0.6 -0.9 1.0 -0.001
C -2.927 1.180 1.287 -0.3 -2.9 -0.2 0.003
O -2.289 0.047 1.127 -1.5 2.3 1.1 0.006
O -2.768 2.092 0.434 -0.9 1.2 0.6 0.006
H -4.850 1.757 1.948 0.0 0.0 0.2 0.000
H -3.498 2.216 3.056 -0.4 -0.6 -0.4 0.000
H -4.085 0.472 3.041 0.2 1.3 -1.0 0.000
```
Forces are in eV/Å.